{"formula": "C4H6O2", "method": "ωB97M-V with the def2-TZVPD basis set", "e_above_lowest_kcal_mol": 59.3, "smiles": "C#C[C@H](O)CO", "e_tot_ev": -8337.8878, "gap_ev": 11.26, "lumo_ev": 0.856, "mol_weight_g_mol": 86.1, "total_charge": 0, "species": ["O", "O", "C", "C", "C", "C", "H", "H", "H", "H", "H", "H"], "coordinates": [[1.289, -0.978, -0.722], [0.394, 1.671, -0.622], [0.023, 0.752, 0.369], [-1.287, 0.113, 0.043], [1.090, -0.339, 0.525], [-2.339, -0.402, -0.252], [-3.284, -0.817, -0.509], [0.776, 1.129, -1.329], [-0.075, 1.302, 1.305], [0.872, -1.055, 1.323], [2.034, 0.146, 0.781], [0.507, -1.522, -0.913]], "forces_ev_per_angstrom": [[-0.15, -0.30, -0.13], [0.29, -0.09, -0.21], [-0.56, -0.59, 0.31], [-0.48, -0.14, -0.06], [0.20, 0.25, 0.02], [0.81, 0.39, 0.22], [0.02, -0.04, 0.01], [-0.04, 0.19, -0.08], [-0.04, 0.01, 0.04], [-0.28, 0.09, -0.07], [0.00, 0.02, -0.10], [0.24, 0.21, 0.07]]}